Record 1
ORCA calculation (ωB97M-V/def2-TZVPD) on C27H25N3P2PdSe3Te as an isolated structure.

Properties
Net charge: +2
Highest occupied orbital energy (alpha / beta): -0.4902 / -0.4892 hartree
Electronic energy: -9490.55932 hartree
HOMO-LUMO gap (alpha / beta): 4.73 / 4.69 eV

Geometry (Å):
Pd  1.392  0.803  -1.202
Se  4.025  0.719  -0.824
Se  4.914  2.650  -1.481
Te  3.186  4.058  -2.762
Se  1.070  2.968  -2.388
N  -0.417  -0.391  0.593
P  -1.007  0.415  -0.800
C  -2.511  1.271  -0.322
C  -2.738  1.681  0.993
C  -3.926  2.318  1.311
C  -4.869  2.571  0.322
C  -4.627  2.191  -0.992
C  -3.445  1.555  -1.324
C  -1.566  -0.757  -2.053
C  -1.179  -0.487  -3.368
C  -1.654  -1.274  -4.404
C  -2.515  -2.327  -4.127
C  -2.914  -2.587  -2.822
C  -2.451  -1.798  -1.781
P  0.870  0.599  1.193
C  0.263  1.358  2.720
C  0.357  2.725  2.952
C  -0.044  3.236  4.179
C  -0.536  2.386  5.158
C  -0.627  1.019  4.921
C  -0.221  0.496  3.706
C  2.150  -0.531  1.791
C  2.987  -0.117  2.828
C  4.088  -0.888  3.174
C  4.356  -2.065  2.490
C  3.515  -2.487  1.467
C  2.424  -1.716  1.104
H  -1.073  -0.808  1.253
H  -2.007  1.496  1.768
H  -4.113  2.624  2.331
H  -5.794  3.068  0.579
H  -5.363  2.392  -1.759
H  -3.253  1.265  -2.350
H  -0.508  0.340  -3.569
H  -1.355  -1.065  -5.423
H  -2.890  -2.940  -4.936
H  -3.606  -3.394  -2.622
H  -2.780  -1.990  -0.766
H  0.744  3.385  2.185
H  0.028  4.299  4.370
H  -0.836  2.789  6.116
H  -1.004  0.361  5.693
H  -0.252  -0.575  3.537
H  2.772  0.795  3.368
H  4.737  -0.572  3.979
H  5.223  -2.657  2.752
H  3.715  -3.415  0.948
H  1.768  -2.028  0.302
N  1.150  -2.325  -2.204
C  1.628  -3.267  -3.038
C  2.542  -2.651  -3.859
C  2.543  -1.312  -3.448
N  1.684  -1.121  -2.453
H  0.403  -2.417  -1.538
H  1.296  -4.291  -2.985
H  3.131  -3.092  -4.643
H  3.122  -0.490  -3.837

---

Record 2
ORCA calculation (ωB97M-V/def2-TZVPD) on C27H25N4O2PdSSe2 as an isolated structure.

Properties
Net charge: +1
Energy above the lowest of the compared OMol25 structures with the same formula, charge and spin: 60.0 kJ/mol
Highest occupied orbital energy: -0.3915 hartree
Electronic energy: -6742.04930 hartree
HOMO-LUMO gap: 7.22 eV

Geometry (Å):
Pd  -0.137  -1.432  -1.429
O  -0.534  -3.312  -0.588
C  0.113  -2.869  0.400
O  1.135  -2.116  0.243
C  -0.462  -3.070  1.768
C  -0.640  -4.338  2.301
C  -1.209  -4.489  3.556
C  -1.623  -3.378  4.276
C  -1.457  -2.109  3.747
C  -0.867  -1.952  2.497
S  -0.718  -0.346  1.781
H  -0.342  -5.203  1.725
H  -1.340  -5.481  3.968
H  -2.081  -3.498  5.248
H  -1.792  -1.239  4.298
Se  -0.771  1.636  -2.347
N  0.450  0.351  -2.084
C  1.471  0.584  -2.917
C  2.623  -0.235  -3.050
C  3.584  0.159  -3.927
C  3.463  1.361  -4.695
C  2.378  2.165  -4.589
C  1.337  1.790  -3.686
N  0.212  2.473  -3.506
H  2.708  -1.148  -2.475
H  4.467  -0.452  -4.055
H  4.258  1.622  -5.380
H  2.271  3.072  -5.166
C  3.786  1.765  3.554
N  2.382  1.960  3.883
C  1.345  1.315  3.346
Se  1.468  -0.023  2.014
N  0.217  1.761  3.906
C  0.520  2.731  4.860
C  -0.274  3.490  5.705
C  0.384  4.375  6.539
C  1.780  4.498  6.528
C  2.569  3.741  5.681
C  1.904  2.855  4.847
H  3.869  1.131  2.675
H  4.305  1.295  4.387
H  4.241  2.728  3.332
H  -0.686  1.391  3.641
H  -1.351  3.396  5.713
H  -0.192  4.988  7.217
H  2.251  5.203  7.198
H  3.645  3.837  5.677
C  -2.961  -0.099  -5.757
C  -3.113  -1.395  -4.950
C  -2.818  -2.603  -5.849
C  -4.541  -1.493  -4.401
C  -2.159  -1.381  -3.827
C  -1.355  -1.427  -2.926
H  -3.651  -0.103  -6.603
H  -1.945  0.003  -6.142
H  -3.184  0.771  -5.137
H  -3.517  -2.619  -6.687
H  -2.923  -3.532  -5.290
H  -1.803  -2.552  -6.243
H  -5.255  -1.512  -5.226
H  -4.770  -0.638  -3.764
H  -4.667  -2.402  -3.812

---

Record 3
ORCA calculation (ωB97M-V/def2-TZVPD) on C27H25N5ORuSSi as an isolated structure.

Properties
Expectation value of S²: 0.76
Net charge: +1
Energy above the lowest of the compared OMol25 structures with the same formula, charge and spin: 0.0 kJ/mol
Spin multiplicity: 2
Highest occupied orbital energy (alpha / beta): -0.4051 / -0.3957 hartree
Electronic energy: -2175.34121 hartree
HOMO-LUMO gap (alpha / beta): 7.89 / 7.34 eV

Geometry (Å):
Ru  0.756  0.376  -0.282
C  0.579  2.375  3.737
N  1.370  1.230  3.296
C  1.623  0.084  4.026
C  2.357  -0.734  3.251
N  2.539  -0.084  2.041
C  1.926  1.139  2.082
S  1.865  2.286  0.815
C  3.303  -0.562  0.937
C  4.570  -1.055  1.161
C  5.282  -1.541  0.074
C  4.690  -1.476  -1.173
C  3.420  -0.941  -1.300
N  2.710  -0.497  -0.256
H  0.277  2.208  4.766
H  -0.300  2.476  3.103
H  1.175  3.282  3.671
H  1.250  -0.045  5.026
H  2.740  -1.725  3.416
H  4.976  -1.032  2.162
H  6.275  -1.948  0.204
H  5.193  -1.835  -2.060
H  2.949  -0.880  -2.268
O  -1.107  -3.530  -0.011
C  -0.577  -2.478  -0.094
N  -0.036  -1.422  -0.182
C  -3.565  2.598  0.135
C  -2.440  3.311  -0.239
C  -1.231  2.651  -0.335
N  -1.098  1.344  -0.072
C  -2.192  0.657  0.292
C  -3.436  1.246  0.406
H  -4.528  3.087  0.205
H  -2.493  4.366  -0.469
H  -0.332  3.169  -0.639
H  -2.044  -0.398  0.468
H  -4.285  0.643  0.694
C  -4.549  -0.404  -3.005
C  -3.972  0.845  -3.182
C  -2.599  1.001  -3.046
C  -1.782  -0.086  -2.733
C  -2.380  -1.339  -2.563
C  -3.750  -1.498  -2.697
Si  0.051  0.155  -2.517
C  1.039  -1.029  -3.565
C  1.785  -0.504  -4.626
C  2.562  -1.329  -5.430
C  2.605  -2.694  -5.183
C  1.863  -3.233  -4.140
C  1.089  -2.408  -3.339
H  -5.618  -0.528  -3.117
H  -4.590  1.697  -3.437
H  -2.161  1.981  -3.196
H  -1.778  -2.208  -2.320
H  -4.195  -2.476  -2.565
H  0.416  1.534  -2.976
H  1.761  0.560  -4.831
H  3.128  -0.906  -6.250
H  3.209  -3.340  -5.808
H  1.885  -4.298  -3.951
H  0.530  -2.853  -2.525